[1]
DFT (wB97M-V/def2-TZVPD) results for a structure of composition C29H38N3O3P2RhS3Te.

```
80
Properties=species:S:1:pos:R:3:forces:R:3:lowdin_charge:R:1
Rh 0.837 -1.220 0.857 -0.107 0.166 0.190 0.511
S 4.389 -1.411 3.981 0.011 0.058 -0.032 0.666
C 3.126 -1.286 2.839 -0.049 -0.201 0.070 -1.856
S 1.619 -0.747 3.382 0.009 0.043 -0.090 0.451
S 3.411 -1.778 1.256 0.066 0.083 -0.009 0.466
O 0.484 -0.350 -3.221 0.002 0.015 -0.005 0.049
C 0.611 -0.248 -2.018 -0.010 -0.028 0.031 -0.692
O 1.119 -1.165 -1.245 0.021 -0.062 -0.105 -0.238
C 0.111 1.044 -1.333 0.022 -0.017 0.004 -0.232
P 0.796 1.195 0.349 0.046 0.006 0.002 1.008
C 2.332 2.136 0.116 -0.012 0.027 -0.007 -0.333
C 2.465 3.485 0.436 0.000 -0.004 0.014 -0.082
C 3.665 4.142 0.204 0.001 -0.002 -0.004 -0.084
C 4.736 3.461 -0.357 0.000 0.002 0.002 -0.086
C 4.606 2.119 -0.686 -0.001 -0.003 0.003 -0.072
C 3.414 1.456 -0.445 0.000 -0.004 -0.011 -0.098
C -0.286 2.280 1.319 -0.035 -0.033 -0.004 -0.362
C 0.082 2.538 2.641 -0.003 -0.016 0.008 -0.122
C -0.746 3.275 3.472 0.006 0.003 0.003 -0.083
C -1.962 3.752 2.999 -0.004 0.003 -0.002 -0.091
C -2.337 3.497 1.688 -0.003 0.002 -0.001 -0.089
C -1.502 2.768 0.851 0.008 0.012 0.012 -0.090
H -0.969 0.924 -1.242 -0.020 -0.005 -0.002 0.057
H 0.321 1.900 -1.972 -0.001 -0.002 0.002 0.104
H 1.633 4.027 0.867 0.001 -0.001 -0.002 0.099
H 3.761 5.190 0.459 0.001 0.000 -0.001 0.102
H 5.670 3.976 -0.537 0.001 -0.001 -0.001 0.102
H 5.438 1.583 -1.124 0.001 0.000 0.000 0.107
H 3.317 0.405 -0.692 0.002 0.000 0.001 0.071
H 1.019 2.148 3.022 -0.003 0.005 -0.002 0.084
H -0.445 3.470 4.494 0.001 0.000 0.000 0.107
H -2.611 4.325 3.648 -0.001 -0.002 0.000 0.102
H -3.278 3.877 1.309 0.001 0.000 0.000 0.102
H -1.804 2.587 -0.172 -0.004 -0.006 -0.016 0.094
C -2.571 -3.149 -0.560 -0.004 0.012 -0.003 -0.082
N -2.951 -2.797 0.811 0.005 0.003 0.003 -0.308
C -4.222 -3.375 1.223 0.006 -0.005 0.008 -0.105
P -2.586 -1.265 1.339 0.019 0.008 -0.020 0.535
O -1.437 -0.744 0.541 0.010 -0.011 -0.026 -0.372
N -3.856 -0.214 1.188 0.010 0.011 0.008 -0.288
C -4.992 -0.163 2.089 -0.009 -0.004 0.012 -0.110
C -4.075 0.481 -0.072 0.000 -0.008 0.001 -0.094
N -2.397 -1.398 2.964 -0.050 0.007 0.037 -0.292
C -2.196 -0.172 3.734 0.001 0.002 0.000 -0.090
C -1.938 -2.596 3.650 0.012 -0.005 -0.008 -0.102
H -2.558 -4.236 -0.659 -0.008 0.010 -0.008 0.077
H -1.579 -2.763 -0.785 0.004 -0.012 -0.001 0.075
H -3.277 -2.748 -1.296 -0.004 0.003 0.002 0.094
H -4.164 -4.464 1.159 0.001 0.000 -0.002 0.087
H -5.051 -3.041 0.589 -0.002 0.001 0.000 0.088
H -4.446 -3.109 2.256 0.001 -0.001 0.001 0.076
H -4.780 -0.713 3.002 -0.005 0.000 -0.005 0.070
H -5.890 -0.587 1.626 -0.001 0.000 -0.001 0.084
H -5.208 0.876 2.355 0.002 0.000 -0.002 0.088
H -3.191 0.406 -0.699 0.014 0.003 -0.005 0.066
H -4.281 1.538 0.117 0.004 0.007 0.001 0.078
H -4.929 0.059 -0.613 0.002 -0.003 -0.002 0.087
H -2.407 0.706 3.125 0.000 0.000 -0.001 0.070
H -1.161 -0.106 4.080 0.006 0.007 -0.006 0.057
H -2.855 -0.163 4.607 0.006 -0.001 0.004 0.091
H -2.046 -3.467 3.009 -0.012 0.003 -0.002 0.051
H -2.532 -2.749 4.556 0.007 0.001 0.005 0.092
H -0.887 -2.499 3.940 0.002 -0.004 -0.005 0.054
C -0.664 -5.324 1.243 -0.001 0.015 -0.007 -0.427
Te 0.994 -3.997 1.542 0.020 -0.008 -0.037 1.307
C 1.494 -4.435 -0.493 0.020 0.001 -0.021 -0.401
C 0.572 -5.541 -0.934 -0.001 0.010 0.016 -0.276
C 0.733 -6.131 -2.187 -0.012 0.003 -0.014 -0.033
C -0.116 -7.138 -2.609 -0.001 -0.001 0.007 -0.082
C -1.141 -7.573 -1.778 0.002 0.001 -0.006 -0.086
C -1.309 -6.992 -0.533 -0.001 0.004 -0.002 -0.054
C -0.459 -5.973 -0.102 0.012 -0.020 -0.002 -0.300
H -1.589 -4.751 1.273 -0.020 -0.010 0.012 0.008
H -0.679 -6.056 2.050 0.016 -0.011 -0.010 0.058
H 2.541 -4.726 -0.546 -0.007 -0.035 0.023 0.064
H 1.358 -3.527 -1.082 0.009 -0.010 0.000 0.037
H 1.532 -5.788 -2.834 -0.001 0.003 0.001 0.119
H 0.022 -7.587 -3.584 -0.001 0.000 0.000 0.102
H -1.806 -8.364 -2.100 0.000 -0.001 0.000 0.101
H -2.106 -7.330 0.119 0.001 0.000 0.002 0.113
```
Positions in Å, forces in eV/Å.

2S+1   5
Relative energy (zero: lowest compared OMol25 entry of this formula, charge and spin)   0.00 kcal per mole
Total energy   -102688.8085 eV
Charge   0
Frontier orbital gap (spin up / spin down)   6.81 / 5.85 eV
⟨S²⟩   6.015
HOMO (spin up / spin down)   -6.7 / -8.1 eV

***

[2]
DFT (wB97M-V/def2-TZVPD) results for an isolated molecule of C29H38N4O5.

```
76
Properties=species:S:1:pos:R:3:forces:R:3:lowdin_charge:R:1
C -2.191 6.417 0.321 0.082 -0.277 0.102 -0.083
H -1.896 6.693 -0.688 -0.001 0.086 -0.124 0.062
H -1.928 7.226 0.998 0.010 0.124 0.053 0.078
H -3.271 6.289 0.333 -0.106 0.035 -0.060 0.071
C -1.522 5.124 0.771 -0.131 0.150 -0.002 -0.249
N -0.105 5.298 1.055 0.053 -0.089 -0.050 -0.184
C 0.693 5.764 -0.053 -0.044 -0.092 -0.329 -0.181
H 1.726 5.849 0.298 -0.019 0.085 -0.030 0.117
H 0.353 6.769 -0.315 0.131 0.030 -0.065 0.109
C 0.674 4.920 -1.350 -0.166 0.386 0.247 -0.147
N 1.191 3.588 -1.159 0.208 -0.027 0.003 0.079
C 0.398 2.499 -1.140 0.124 0.276 -0.100 -0.433
O -0.800 2.555 -1.400 -0.036 -0.088 0.016 0.041
C 1.015 1.194 -0.775 0.395 -0.385 0.169 -0.143
C 2.242 1.021 -0.241 -0.355 0.193 -0.393 0.040
C 2.760 -0.209 0.298 0.555 -0.187 0.324 -0.173
C 4.061 -0.639 0.178 -0.457 0.378 -0.121 0.003
N 4.222 -1.867 0.734 -0.041 -0.012 -0.192 -0.057
C 3.026 -2.255 1.277 -0.582 0.132 0.073 -0.166
C 2.689 -3.415 1.964 0.121 -0.112 0.002 -0.014
C 1.394 -3.539 2.419 0.059 -0.114 0.029 -0.093
C 0.459 -2.522 2.221 -0.176 0.057 0.050 -0.091
C 0.787 -1.368 1.545 -0.023 -0.010 0.123 -0.028
C 2.076 -1.233 1.034 0.368 -0.149 0.152 -0.122
H 0.058 -0.582 1.420 -0.048 0.038 -0.010 0.112
H -0.541 -2.648 2.609 -0.086 0.003 0.027 0.101
H 1.098 -4.434 2.947 -0.002 -0.075 0.041 0.099
H 3.414 -4.196 2.139 0.071 -0.082 0.028 0.105
C 5.450 -2.611 0.776 0.420 -0.117 0.331 -0.190
C 6.188 -2.403 2.099 -0.094 -0.075 -0.226 -0.068
H 7.107 -2.982 2.111 0.118 -0.059 0.048 0.071
H 6.435 -1.352 2.233 0.028 0.079 0.027 0.074
H 5.564 -2.718 2.932 -0.025 -0.021 0.094 0.071
H 5.222 -3.672 0.639 0.024 0.104 -0.103 0.121
H 6.080 -2.286 -0.056 -0.132 -0.094 0.018 0.122
H 4.878 -0.159 -0.330 0.167 0.062 -0.080 0.136
H 2.939 1.850 -0.232 -0.074 0.140 -0.012 0.111
N 0.102 0.157 -0.978 -0.300 0.522 0.046 0.134
C 0.375 -1.090 -1.459 0.056 -0.145 -0.196 -0.423
O 1.490 -1.489 -1.725 -0.093 -0.059 -0.137 0.111
C -0.845 -1.942 -1.580 -0.180 -0.562 -0.071 -0.122
C -2.048 -1.443 -2.075 -0.143 0.087 -0.049 0.031
C -3.152 -2.274 -2.166 -0.002 -0.023 0.050 -0.185
C -3.083 -3.613 -1.726 -0.282 -0.140 0.065 -0.128
C -1.865 -4.112 -1.250 -0.010 0.227 -0.081 -0.178
C -0.755 -3.264 -1.198 -0.038 0.152 -0.056 0.063
H 0.177 -3.658 -0.827 0.131 -0.063 0.055 0.133
O -1.606 -5.372 -0.818 0.094 0.293 -0.035 -0.056
C -2.600 -6.373 -0.803 -0.212 -0.391 -0.028 -0.067
H -3.042 -6.521 -1.789 0.044 -0.023 0.119 0.097
H -2.080 -7.280 -0.492 -0.055 0.057 -0.008 0.094
H -3.390 -6.148 -0.082 0.029 -0.005 -0.054 0.092
O -4.191 -4.435 -1.828 0.549 0.305 -0.298 -0.114
C -5.320 -4.055 -1.066 -0.265 0.064 0.215 -0.068
H -5.064 -3.959 -0.004 0.008 -0.033 -0.051 0.099
H -6.044 -4.859 -1.194 -0.019 0.038 0.065 0.094
H -5.751 -3.116 -1.417 0.032 -0.105 0.043 0.083
O -4.357 -1.877 -2.672 0.207 -0.454 0.120 -0.092
C -4.473 -0.575 -3.195 -0.029 0.228 -0.080 -0.073
H -4.317 0.186 -2.424 0.021 -0.030 -0.035 0.099
H -5.493 -0.503 -3.570 0.083 0.046 0.013 0.095
H -3.773 -0.410 -4.019 -0.007 0.001 0.041 0.100
H -2.104 -0.427 -2.429 -0.055 0.125 -0.047 0.108
H -0.853 0.499 -1.040 0.153 -0.178 0.069 0.125
H 2.163 3.499 -0.914 -0.102 -0.110 -0.018 0.126
H 1.270 5.436 -2.110 -0.100 -0.014 0.000 0.121
H -0.348 4.810 -1.716 0.117 0.065 -0.056 0.112
C 0.447 4.178 1.801 -0.020 0.057 0.388 -0.264
C 0.222 4.361 3.302 0.089 -0.132 -0.279 -0.082
H 0.639 5.311 3.624 0.044 0.088 0.048 0.073
H -0.837 4.351 3.544 -0.128 -0.001 0.076 0.061
H 0.707 3.555 3.849 0.004 -0.106 0.142 0.069
H 0.015 3.218 1.482 0.100 0.012 -0.031 0.111
H 1.524 4.132 1.622 -0.039 -0.050 -0.059 0.108
H -1.699 4.330 0.028 0.003 0.019 0.111 0.102
H -1.989 4.805 1.706 -0.019 -0.051 -0.059 0.110
```
Positions in Å, forces in eV/Å.

SMILES   CCN(CC)CCNC(=O)/C(=C/c1cn(CC)c2ccccc12)NC(=O)c1cc(OC)c(OC)c(OC)c1
Relative energy (zero: lowest compared OMol25 entry of this formula, charge and spin)   73.24 kcal per mole
Total energy   -46887.0688 eV
Charge   0
Frontier orbital gap   7.92 eV
HOMO   -7.4 eV

***

[3]
DFT (wB97M-V/def2-TZVPD) results for a structure of composition C29H39AuN4OPV.

```
76
Properties=species:S:1:pos:R:3:forces:R:3:lowdin_charge:R:1
N 2.115 -0.117 -1.413 -1.174 0.574 -0.367 0.001
C 3.088 -0.648 -0.937 2.258 -2.034 0.901 -0.403
O 4.038 -1.240 -0.534 -2.169 1.655 -0.930 0.168
Au 1.740 0.608 -4.615 -0.306 0.230 0.764 0.831
V 0.233 0.211 -1.498 -0.947 -0.334 0.878 0.897
N -0.407 -1.305 -2.484 1.106 1.481 0.617 -0.158
N -0.236 1.748 -2.448 0.503 -0.733 -0.477 -0.210
C -0.274 -2.747 -2.208 -0.155 -0.851 0.283 -0.636
C 0.451 3.035 -2.586 0.191 0.067 0.235 -0.665
C 0.904 -3.316 -3.010 0.347 0.114 -0.104 -0.028
C -1.563 -3.496 -2.599 -0.291 0.056 0.047 -0.024
C 0.018 -2.959 -0.728 -0.117 -0.019 0.171 -0.040
C 0.169 3.638 -3.960 -0.116 0.250 0.180 -0.019
C -0.027 3.974 -1.475 0.036 0.316 0.274 -0.015
C 1.941 2.817 -2.423 -0.019 0.666 0.319 -0.050
H 0.738 -3.246 -4.090 0.019 -0.181 0.137 0.076
H 1.070 -4.374 -2.754 -0.138 0.405 -0.117 0.110
H 1.824 -2.763 -2.777 -0.116 -0.139 0.024 0.078
H -2.432 -3.040 -2.107 0.138 -0.101 -0.063 0.090
H -1.522 -4.550 -2.285 0.136 0.389 -0.074 0.105
H -1.743 -3.490 -3.683 0.091 0.006 0.274 0.088
H 0.955 -2.472 -0.435 -0.056 -0.076 0.001 0.067
H 0.115 -4.035 -0.526 0.000 0.340 -0.010 0.111
H -0.794 -2.563 -0.110 0.116 -0.121 -0.058 0.062
H 0.491 2.930 -4.739 -0.065 0.026 -0.127 0.065
H 0.736 4.571 -4.080 -0.193 -0.297 -0.012 0.113
H -0.897 3.863 -4.088 0.301 -0.055 -0.120 0.099
H -1.102 4.170 -1.555 0.280 0.040 0.047 0.088
H 0.499 4.934 -1.551 -0.162 -0.181 0.061 0.108
H 0.183 3.535 -0.489 -0.054 0.130 -0.279 0.074
H 2.197 2.348 -1.471 0.042 0.122 -0.144 0.076
H 2.458 3.779 -2.516 0.023 -0.278 0.025 0.117
H 2.342 2.167 -3.224 0.176 -0.235 -0.323 0.032
C -1.685 1.763 -2.667 -0.367 -0.284 -0.076 -0.102
H -2.100 0.817 -2.285 -0.138 0.237 -0.096 0.073
H -2.201 2.586 -2.151 0.332 -0.281 0.039 0.103
H -1.953 1.834 -3.738 0.286 -0.150 0.406 0.109
C -0.836 -1.022 -3.853 -0.184 0.196 -0.582 -0.149
H -1.936 -0.970 -3.940 0.394 -0.016 -0.061 0.111
H -0.427 -0.045 -4.160 -0.420 -0.002 -0.088 0.016
H -0.471 -1.739 -4.610 -0.165 0.007 0.601 0.092
N -0.290 0.514 0.136 1.011 -0.282 -2.045 -0.242
P -0.279 0.167 1.726 0.021 -0.870 1.398 0.932
C -1.775 -0.774 2.051 -0.685 -0.298 -0.202 -0.289
C -2.138 -1.145 3.361 -0.130 -0.178 -0.379 -0.060
C -3.264 -1.945 3.570 0.246 0.260 -0.075 -0.043
C -4.045 -2.346 2.487 0.047 -0.047 -0.015 -0.047
C -3.728 -1.938 1.191 0.080 0.171 -0.007 -0.058
C -2.609 -1.133 0.969 0.168 -0.077 0.359 -0.101
C 1.222 -0.751 2.184 -0.061 -0.383 -0.299 -0.312
C 1.187 -2.073 2.656 0.128 0.295 -0.083 -0.070
C 2.364 -2.658 3.132 -0.082 -0.183 -0.036 -0.048
C 3.561 -1.943 3.133 0.019 -0.072 -0.136 -0.042
C 3.597 -0.642 2.627 0.097 -0.058 -0.173 -0.061
C 2.438 -0.053 2.138 -0.034 0.045 0.186 -0.104
C -0.195 1.473 2.982 0.050 0.927 -0.159 -0.287
C 0.083 1.080 4.309 0.146 -0.177 -0.244 -0.088
C 0.284 2.026 5.309 -0.086 -0.125 -0.132 -0.045
C 0.269 3.383 4.984 -0.023 0.036 -0.099 -0.047
C -0.017 3.785 3.676 -0.062 0.076 0.035 -0.058
C -0.290 2.841 2.680 0.135 -0.283 0.271 -0.069
H -1.557 -0.803 4.212 -0.167 -0.204 -0.168 0.092
H -3.523 -2.241 4.588 0.025 0.079 -0.340 0.122
H -4.916 -2.976 2.659 0.188 0.147 -0.059 0.120
H -4.361 -2.244 0.353 0.217 0.171 0.310 0.116
H -2.370 -0.766 -0.034 -0.120 -0.291 0.371 0.076
H 0.250 -2.630 2.657 0.222 0.112 0.058 0.111
H 2.343 -3.693 3.490 0.006 0.441 -0.096 0.121
H 4.484 -2.415 3.487 -0.421 0.209 -0.071 0.124
H 4.542 -0.096 2.581 -0.319 -0.174 0.073 0.124
H 2.478 0.967 1.750 -0.058 -0.201 0.163 0.118
H 0.184 0.019 4.556 0.098 0.450 -0.057 0.105
H 0.472 1.687 6.335 -0.025 0.213 -0.464 0.125
H 0.488 4.123 5.760 -0.138 -0.239 -0.372 0.123
H -0.023 4.850 3.431 -0.077 -0.394 0.081 0.117
H -0.563 3.161 1.674 0.160 -0.035 0.227 0.088
```
Positions in Å, forces in eV/Å.

Relative energy (zero: lowest compared OMol25 entry of this formula, charge and spin)   0.00 kcal per mole
Total energy   -77366.5942 eV
Charge   +2
Frontier orbital gap   5.02 eV
HOMO   -14.1 eV